No. 1
Below is C42H46HfN9O3S as an isolated structure, with properties calculated with ωB97M-V/def2-TZVPD.

Each line ends with the Löwdin charge.
CARTESIAN COORDINATES (ANGSTROEM)
Hf: 0.40 0.15 -0.23  1.7846
C: -3.54 -1.04 0.08  -0.1936
C: -3.54 -0.84 -1.43  -0.1603
C: -2.24 -0.27 -2.03  -0.2209
N: -1.05 -0.84 -1.42  -0.1405
C: -0.66 -2.09 -1.81  -0.2635
C: -1.23 -2.83 -2.81  -0.0405
C: -0.69 -3.99 -3.47  -0.0783
C: 0.59 -4.36 -3.56  -0.0282
C: 1.71 -3.68 -2.88  -0.2192
C: 1.65 -3.32 -1.40  -0.0560
C: 0.40 -2.66 -0.92  -0.1721
N: 0.32 -2.26 0.30  0.0284
C: 1.14 -2.87 1.36  -0.1737
C: 2.55 -2.32 1.59  -0.1311
C: 2.58 -0.80 1.91  -0.2140
N: 1.27 -0.20 1.80  -0.1240
C: 0.45 -0.24 2.87  -0.2376
C: 0.81 -0.85 4.08  -0.0135
C: 0.21 -0.85 5.33  -0.0602
C: -0.93 -0.21 5.78  -0.0878
C: -1.79 0.53 4.98  -0.0577
C: -1.78 0.74 3.62  -0.0029
C: -0.89 0.32 2.61  -0.2140
N: -1.15 0.50 1.32  -0.0861
C: -2.40 1.14 0.89  -0.2180
C: -3.62 0.23 0.93  -0.1647
H: -2.65 -1.61 0.37  0.0994
H: -4.40 -1.66 0.34  0.1139
H: -4.36 -0.18 -1.72  0.1195
H: -3.75 -1.81 -1.89  0.1006
H: -2.21 0.81 -1.91  0.0822
H: -2.23 -0.43 -3.12  0.1070
H: -2.16 -2.46 -3.22  0.0976
H: -1.41 -4.57 -4.04  0.1117
H: 0.84 -5.24 -4.15  0.1050
H: 2.64 -4.23 -3.08  0.1492
H: 2.08 -4.01 -0.68  0.1463
H: 1.21 -3.95 1.18  0.1217
H: 0.56 -2.76 2.27  0.1085
H: 3.18 -2.52 0.73  0.0826
H: 2.97 -2.89 2.42  0.1188
H: 3.24 -0.30 1.21  0.0779
H: 3.02 -0.62 2.89  0.1110
H: 1.73 -1.42 4.05  0.0951
H: 0.75 -1.43 6.08  0.1137
H: -1.18 -0.31 6.83  0.1063
H: -2.62 0.99 5.50  0.1144
H: -2.63 1.31 3.26  0.0944
H: -2.25 1.50 -0.13  0.0852
H: -2.58 2.04 1.48  0.1171
H: -4.49 0.82 0.61  0.1227
H: -3.81 -0.06 1.97  0.1057
C: -2.44 -0.77 -7.72  -0.0427
C: -1.53 -0.18 -6.68  -0.2575
C: -0.89 -0.98 -5.74  -0.0245
C: -0.05 -0.43 -4.78  -0.0520
C: 0.15 0.94 -4.76  -0.2769
C: -0.44 1.76 -5.71  -0.0619
C: -1.28 1.20 -6.66  -0.0258
S: 1.26 1.63 -3.58  0.6197
O: 2.41 0.76 -3.54  -0.2920
O: 1.46 3.01 -3.93  -0.2807
N: 0.56 1.58 -2.09  -0.2240
C: -0.27 2.68 -1.79  -0.3099
C: -1.17 3.30 -2.62  -0.0091
C: -1.89 4.43 -2.20  -0.0375
C: -1.73 4.96 -0.95  -0.0227
C: -0.84 4.34 -0.05  -0.1519
C: -0.59 4.80 1.26  0.0188
C: 0.27 4.11 2.07  -0.0224
C: 0.83 2.91 1.61  -0.1088
N: 0.62 2.45 0.39  -0.0006
C: -0.16 3.18 -0.46  -0.1881
H: -2.42 -1.86 -7.69  0.0763
H: -2.16 -0.45 -8.72  0.0856
H: -3.47 -0.45 -7.55  0.0864
H: -1.04 -2.05 -5.76  0.1110
H: 0.47 -1.07 -4.08  0.0883
H: -0.23 2.82 -5.71  0.1146
H: -1.74 1.83 -7.41  0.1200
H: -1.32 2.94 -3.63  0.0998
H: -2.58 4.90 -2.89  0.1158
H: -2.27 5.85 -0.64  0.1185
H: -1.08 5.70 1.61  0.1283
H: 0.49 4.44 3.08  0.1144
H: 1.44 2.29 2.25  0.1131
C: 5.77 -0.36 -1.88  0.0007
N: 4.47 -0.89 -1.51  -0.0523
C: 4.02 -2.23 -1.88  -0.0101
C: 2.49 -2.08 -1.84  -0.3814
O: 1.96 -2.25 -3.18  -0.0201
N: 2.25 -0.81 -1.20  0.0503
C: 3.40 -0.15 -1.20  -0.4634
N: 3.50 1.12 -0.77  0.2138
H: 6.45 -1.19 -2.02  0.1000
H: 6.17 0.27 -1.09  0.0919
H: 5.71 0.21 -2.82  0.1086
H: 4.42 -2.97 -1.18  0.1369
H: 4.34 -2.47 -2.89  0.1495
H: 2.72 1.71 -1.03  0.0783
H: 4.40 1.57 -0.87  0.1141

Calculated values
net charge	+1
gap between HOMO and LUMO	6.6	eV
ΔE to the lowest compared entry with this formula, charge and spin	0.000	eV

---

No. 2
Below is C42H46IN2O5P2Tl as an isolated structure in a non-equilibrium geometry, with properties calculated with ωB97M-V/def2-TZVPD.

Each line ends with the Löwdin charge.
CARTESIAN COORDINATES (ANGSTROEM)
Tl: 0.26 1.05 0.65  0.9745
C: -0.83 6.12 1.79  -0.0175
N: -1.91 5.22 1.45  -0.1434
C: -3.04 5.89 0.86  -0.0339
C: -1.70 3.87 1.44  -0.4102
O: -0.57 3.39 1.59  -0.1172
C: -2.94 3.01 1.28  -0.0958
O: -2.54 1.64 1.23  -0.2251
C: -3.48 0.56 1.48  -0.0535
C: -2.67 -0.52 2.18  -0.4035
O: -1.53 -0.83 1.76  -0.1138
N: -3.20 -1.08 3.27  -0.1207
C: -2.33 -1.90 4.12  -0.0182
C: -4.55 -0.79 3.81  -0.0061
H: -1.11 6.84 2.54  0.0958
H: -0.52 6.66 0.90  0.0973
H: 0.01 5.53 2.14  0.0926
H: -3.35 6.75 1.48  0.1109
H: -3.89 5.21 0.79  0.0777
H: -2.76 6.26 -0.14  0.1080
H: -3.48 3.35 0.36  0.1405
H: -3.63 3.16 2.14  0.1553
H: -3.86 0.13 0.53  0.1475
H: -4.31 0.88 2.11  0.1100
H: -1.33 -1.92 3.70  0.0745
H: -2.71 -2.91 4.21  0.0972
H: -2.32 -1.49 5.13  0.1040
H: -5.26 -0.72 3.00  0.0917
H: -4.52 0.13 4.38  0.0967
H: -4.80 -1.61 4.51  0.1106
C: 0.55 -1.59 -2.51  -0.2575
C: 0.38 -2.16 -1.10  -0.2457
P: 1.81 -2.87 -0.23  1.0932
C: 3.26 -2.84 -1.22  -0.2946
C: 4.03 -3.96 -1.55  -0.0401
C: 5.24 -3.77 -2.22  -0.0342
C: 5.65 -2.49 -2.66  -0.0193
C: 4.81 -1.39 -2.42  -0.0352
C: 3.64 -1.57 -1.69  -0.0817
C: 1.22 -4.33 0.55  -0.2859
C: 1.45 -5.67 0.13  -0.0550
C: 0.96 -6.73 0.86  -0.0577
C: 0.20 -6.52 2.00  -0.0429
C: -0.16 -5.23 2.37  -0.0464
C: 0.29 -4.14 1.61  -0.0543
C: -0.76 -0.95 -3.03  -0.3431
P: -1.18 0.60 -2.22  0.9836
C: -0.10 1.80 -2.97  -0.4123
C: 0.10 3.01 -2.30  -0.1411
C: 1.04 3.95 -2.73  -0.0692
C: 1.81 3.65 -3.83  -0.0703
C: 1.62 2.48 -4.56  -0.0525
C: 0.63 1.57 -4.15  -0.0628
C: -2.80 0.98 -2.94  -0.3588
C: -3.13 2.20 -3.51  -0.0811
C: -4.45 2.51 -3.87  -0.0589
C: -5.47 1.58 -3.66  -0.0727
C: -5.19 0.37 -3.06  -0.0740
C: -3.86 0.07 -2.75  -0.1107
H: 0.94 -2.33 -3.22  0.1270
H: 1.34 -0.81 -2.54  0.0837
H: -0.33 -3.00 -1.18  0.1182
H: -0.12 -1.50 -0.37  0.0220
H: 3.78 -4.96 -1.19  0.1015
H: 5.88 -4.62 -2.36  0.1160
H: 6.57 -2.39 -3.17  0.1083
H: 5.09 -0.39 -2.75  0.1205
H: 3.02 -0.70 -1.44  0.1135
H: 2.00 -5.85 -0.81  0.1078
H: 1.10 -7.76 0.51  0.1273
H: -0.09 -7.37 2.61  0.1200
H: -0.69 -5.06 3.31  0.1148
H: -0.06 -3.14 1.85  0.0964
H: -1.59 -1.64 -2.91  0.0856
H: -0.64 -0.84 -4.09  0.0784
H: -0.49 3.30 -1.41  0.0908
H: 1.18 4.88 -2.17  0.1150
H: 2.54 4.41 -4.16  0.1219
H: 2.17 2.28 -5.44  0.1045
H: 0.40 0.76 -4.82  0.1003
H: -2.38 2.95 -3.70  0.0961
H: -4.66 3.48 -4.31  0.1121
H: -6.46 1.88 -3.94  0.1050
H: -5.98 -0.32 -2.83  0.1057
H: -3.64 -0.89 -2.28  0.0977
I: 5.77 3.24 4.64  0.8725
C: 4.85 1.49 3.81  -0.6613
C: 5.70 0.51 3.26  -0.1283
C: 5.18 -0.64 2.70  -0.0081
C: 3.80 -0.84 2.54  -0.1253
C: 2.98 0.11 3.17  -0.0504
C: 3.48 1.25 3.76  -0.1249
C: 3.30 -2.06 1.86  -0.4095
O: 3.77 -3.16 1.88  0.1675
O: 2.17 -1.77 1.04  -0.1976
H: 6.78 0.61 3.35  0.1042
H: 5.87 -1.41 2.38  0.1276
H: 1.92 -0.08 3.23  0.0980
H: 2.79 1.97 4.15  0.1000

Calculated values
net charge	+2
gap between HOMO and LUMO	7.9	eV

---

No. 3
Below is a 8-piece molecular cluster, C42H46N6O18S2 overall in a non-equilibrium geometry, with properties calculated with ωB97M-V/def2-TZVPD.

Each line ends with the Mulliken spin population.
CARTESIAN COORDINATES (ANGSTROEM)
C: -11.16 0.58 0.35  0.0000
C: -10.17 0.84 1.26  0.0000
C: -8.87 1.05 0.94  0.0000
C: -8.46 0.75 -0.41  0.0000
C: -9.46 0.52 -1.40  0.0000
C: -10.81 0.54 -1.00  0.0000
N: -7.07 0.80 -0.76  0.0000
O: -6.25 0.71 0.21  0.0000
O: -6.79 0.83 -1.93  0.0000
H: -12.20 0.44 0.58  0.0000
H: -10.53 0.94 2.27  0.0000
H: -8.15 1.28 1.71  0.0000
H: -9.27 0.30 -2.44  0.0000
H: -11.53 0.22 -1.75  0.0000
C: -6.86 -6.63 -0.51  0.0000
C: -7.27 -5.56 0.26  0.0000
C: -6.41 -4.44 0.24  0.0000
C: -5.25 -4.43 -0.55  0.0000
C: -4.85 -5.48 -1.27  0.0000
C: -5.71 -6.61 -1.29  0.0000
N: -4.36 -3.34 -0.46  0.0000
O: -4.79 -2.36 0.14  0.0000
O: -3.13 -3.46 -0.72  -0.0001
H: -7.45 -7.54 -0.57  0.0000
H: -8.20 -5.58 0.80  0.0000
H: -6.69 -3.59 0.85  0.0000
H: -3.98 -5.37 -1.89  0.0000
H: -5.44 -7.45 -1.92  0.0000
C: 1.08 -1.95 -3.24  0.0994
C: 2.14 -1.12 -3.06  0.0820
C: 3.46 -1.67 -3.05  0.0312
C: 3.70 -3.10 -3.34  0.2829
C: 2.55 -3.93 -3.58  0.0479
C: 1.27 -3.33 -3.49  0.2460
N: 5.01 -3.62 -3.22  -0.0160
O: 5.77 -2.93 -2.48  0.0937
O: 5.34 -4.55 -3.91  -0.0312
H: 0.15 -1.41 -3.15  0.0026
H: 2.12 -0.07 -2.81  0.0233
H: 4.25 -0.94 -2.92  0.1132
H: 2.69 -4.99 -3.77  0.0066
H: 0.44 -3.96 -3.75  -0.0002
C: -3.32 1.75 -0.95  0.0000
C: -2.30 2.65 -0.69  0.0000
C: -1.01 2.15 -0.68  0.0000
C: -0.78 0.80 -0.55  -0.0002
C: -1.80 -0.08 -0.89  -0.0003
C: -3.10 0.41 -1.03  -0.0001
N: 0.60 0.26 -0.21  0.0042
O: 0.69 -0.92 0.12  -0.0035
O: 1.56 1.00 -0.40  0.0005
H: -4.33 2.03 -1.20  0.0000
H: -2.58 3.70 -0.68  0.0000
H: -0.34 2.92 -0.31  0.0001
H: -1.62 -1.15 -0.89  0.0001
H: -4.01 -0.11 -1.30  0.0000
C: 3.30 -3.12 0.89  -0.0076
C: 3.24 -2.27 2.03  0.0012
C: 3.59 -2.80 3.30  -0.0001
C: 3.98 -4.18 3.47  0.0004
C: 4.09 -4.95 2.30  -0.0005
C: 3.68 -4.45 1.07  -0.0007
N: 4.07 -4.85 4.84  0.0000
O: 4.40 -6.02 5.02  0.0000
O: 3.79 -4.09 5.76  0.0000
H: 2.97 -2.71 -0.05  0.0168
H: 2.89 -1.26 1.86  0.0006
H: 3.47 -2.30 4.25  0.0000
H: 4.29 -6.01 2.43  0.0000
H: 3.61 -5.03 0.16  0.0011
C: -2.45 7.39 2.50  0.0000
C: -2.20 6.07 2.20  0.0000
C: -1.06 5.86 1.49  0.0000
C: -0.24 6.83 0.95  0.0000
C: -0.76 8.15 1.17  0.0000
C: -1.82 8.48 1.96  0.0000
N: 0.88 6.48 0.09  0.0000
O: 1.49 5.44 0.24  0.0000
O: 1.42 7.36 -0.56  0.0000
H: -3.33 7.77 2.98  0.0000
H: -2.82 5.27 2.59  0.0000
H: -0.74 4.83 1.43  0.0000
H: -0.23 8.94 0.64  0.0000
H: -2.15 9.48 2.18  0.0000
O: 7.71 0.23 0.44  0.0000
S: 7.35 -0.24 1.79  -0.0001
O: 8.10 0.19 2.94  0.0000
O: 5.72 0.01 2.06  0.0001
C: 5.33 1.23 2.64  0.0000
C: 3.94 1.74 2.27  0.0000
C: 7.39 -2.10 1.80  -0.0001
H: 5.94 2.10 2.42  0.0000
H: 5.39 0.95 3.69  0.0000
H: 3.81 1.99 1.21  -0.0001
H: 3.48 2.53 2.86  0.0000
H: 3.34 0.83 2.14  0.0000
H: 7.29 -2.38 2.85  0.0000
H: 8.36 -2.47 1.49  0.0000
H: 6.51 -2.58 1.36  0.0001
O: 4.51 3.05 -3.49  0.0003
S: 3.39 2.59 -2.72  0.0000
O: 2.27 2.03 -3.52  0.0003
O: 3.93 1.23 -1.84  0.0057
C: 5.28 1.27 -1.55  0.0007
C: 6.04 2.44 -0.90  0.0001
C: 2.80 3.70 -1.36  -0.0001
H: 5.68 1.01 -2.53  0.0020
H: 5.60 0.44 -0.93  -0.0025
H: 5.70 2.70 0.11  0.0000
H: 5.88 3.39 -1.41  0.0000
H: 7.11 2.24 -0.98  0.0000
H: 2.92 4.74 -1.66  0.0000
H: 3.59 3.67 -0.60  0.0000
H: 1.78 3.40 -1.10  -0.0001

Calculated values
net charge	+1
gap between HOMO and LUMO (alpha / beta)	6.7 / 3.4	eV
spin multiplicity	2

---

No. 4
Below is C42H47As2Cl5CsN2O5S5 as an isolated structure in a non-equilibrium geometry, with properties calculated with ωB97M-V/def2-TZVPD.

Each line ends with the Löwdin charge.
CARTESIAN COORDINATES (ANGSTROEM)
Cs: -1.45 0.52 -0.02  1.4899
C: 0.61 -4.19 1.39  -0.5225
C: 1.52 -4.04 0.16  -0.5050
S: 1.56 -2.37 -0.56  0.8522
C: 3.35 -2.12 -0.64  -0.5366
C: 4.15 -2.08 0.67  -0.5302
S: 3.50 -0.96 1.94  0.8370
C: 3.41 -2.08 3.36  -0.5463
C: 2.60 -3.37 3.19  -0.5387
S: 0.88 -3.02 2.75  0.8684
H: -0.44 -4.02 1.13  0.0475
H: 0.71 -5.20 1.77  0.0741
H: 2.54 -4.31 0.43  0.0547
H: 1.19 -4.72 -0.62  0.0695
H: 3.79 -2.89 -1.28  0.0779
H: 3.43 -1.16 -1.16  0.0369
H: 4.20 -3.07 1.11  0.0519
H: 5.17 -1.78 0.43  0.0680
H: 4.42 -2.32 3.69  0.0690
H: 2.95 -1.46 4.14  0.0685
H: 3.04 -4.02 2.43  0.0505
H: 2.62 -3.91 4.13  0.0688
Cl: -5.20 1.34 5.04  0.7326
C: -4.13 0.33 4.12  -0.6215
C: -2.84 0.75 3.78  -0.2608
Cl: -2.17 1.39 6.74  0.6109
C: -2.05 -0.10 3.02  -0.5434
Cl: -0.40 0.32 2.69  0.6507
C: -2.51 -1.30 2.41  -0.5739
O: -1.86 -1.95 1.53  -0.3112
C: -3.80 -1.71 2.89  -0.5685
Cl: -4.36 -3.30 2.43  0.7085
C: -4.58 -0.93 3.72  -0.6878
Cl: -6.13 -1.51 4.25  0.6394
O: -3.94 3.89 0.81  -0.3183
S: -3.10 2.87 1.40  0.5271
O: -3.49 1.50 1.11  -0.5399
N: -1.57 2.95 1.05  -0.3074
C: -0.82 4.11 1.22  -0.2513
C: -1.31 5.37 1.56  -0.0255
C: -0.46 6.49 1.70  -0.0913
C: 0.89 6.39 1.53  -0.0765
C: 1.45 5.13 1.22  -0.1686
C: 2.84 4.94 1.08  -0.0341
C: 3.34 3.70 0.81  -0.0735
C: 2.43 2.63 0.66  -0.2028
N: 1.14 2.76 0.76  0.1151
C: 0.61 3.99 1.05  -0.1506
C: -3.18 3.13 3.16  -0.2370
C: -3.86 4.16 3.63  -0.0749
C: -3.89 4.47 5.06  -0.0970
C: -3.17 3.78 5.93  -0.1562
C: -2.20 2.71 5.50  -0.5780
C: -2.35 2.19 4.03  -0.2554
H: -2.37 5.50 1.69  0.0833
H: -0.90 7.45 1.95  0.0995
H: 1.54 7.25 1.64  0.0987
H: 3.50 5.79 1.20  0.1101
H: 4.41 3.53 0.71  0.1001
H: 2.80 1.62 0.48  0.0627
H: -4.42 4.78 2.93  0.1096
H: -4.54 5.27 5.41  0.1018
H: -3.19 4.00 6.99  0.0961
H: -1.20 3.12 5.59  0.1005
H: -1.35 2.22 3.62  0.0738
C: 0.34 -2.49 -3.80  -0.3060
As: -0.42 -0.71 -3.42  1.1002
C: -2.07 -1.00 -4.46  -0.2736
C: 0.66 0.21 -4.81  -0.4041
C: 0.48 -0.02 -6.17  -0.1145
C: 1.27 0.63 -7.12  -0.0974
C: 2.25 1.52 -6.70  -0.0977
C: 2.44 1.75 -5.35  -0.1318
C: 1.65 1.12 -4.39  -0.4184
As: 1.91 1.50 -2.46  1.1402
C: 3.88 1.40 -2.52  -0.3243
C: 1.75 3.46 -2.57  -0.2921
H: 0.19 -2.73 -4.85  0.0168
H: -0.16 -3.23 -3.17  0.0089
H: 1.39 -2.49 -3.56  -0.0025
H: -1.87 -1.49 -5.41  0.0105
H: -2.58 -0.06 -4.64  0.0296
H: -2.70 -1.64 -3.85  -0.0073
H: -0.27 -0.72 -6.52  0.0817
H: 1.11 0.44 -8.17  0.0952
H: 2.87 2.03 -7.43  0.0958
H: 3.21 2.44 -5.04  0.0865
H: 4.30 2.26 -3.03  0.0164
H: 4.17 0.49 -3.05  0.0193
H: 4.28 1.36 -1.51  0.0017
H: 1.96 3.80 -3.58  0.0169
H: 2.44 3.93 -1.86  0.0126
H: 0.73 3.74 -2.29  0.0131
O: -2.16 1.68 -2.22  -0.1442
C: -1.21 1.68 -2.83  -0.1855
O: -2.15 -1.42 -1.34  -0.9223
S: -3.31 -1.92 -0.51  0.9044
C: -3.10 -3.73 -0.55  -0.3176
C: -4.33 -4.34 -1.21  -0.2336
C: -4.69 -3.38 -2.35  -0.2382
C: -4.71 -2.01 -1.69  -0.2923
H: -2.90 -4.07 0.46  0.0331
H: -2.20 -3.84 -1.17  0.0959
H: -5.15 -4.38 -0.49  0.1037
H: -4.14 -5.35 -1.56  0.1105
H: -5.65 -3.63 -2.82  0.1080
H: -3.92 -3.42 -3.12  0.1009
H: -5.62 -1.86 -1.10  0.0939
H: -4.59 -1.16 -2.38  0.0871

Calculated values
net charge	-1
gap between HOMO and LUMO	6.3	eV
ΔE to the lowest compared entry with this formula, charge and spin	4.393	eV